1.
A gas-phase ion, C4H8N (charge +1) in a non-equilibrium geometry, computed with ωB97M-V/def2-TZVPD.

Calculated values
Energy relative to the best compared isomer or geometry (same formula, charge and spin) = 2.488 eV
Molecular weight = 70.1 u
Structure (SMILES) = C1C[N+]12CC2
Kohn-Sham gap = 0.49070 hartree
Total charge = +1
Highest occupied orbital energy = -16.641 eV

Each line ends with the Mulliken charge.
Element x y z (Å)
H  -1.2602  -0.7743  1.5588  0.30
H  0.8290  2.1060  0.6148  0.28
H  0.9637  -2.1206  -0.3559  0.27
H  -1.4337  1.5298  -0.5709  0.26
N  0.0032  -0.0622  -0.0230  0.28
C  0.7700  1.3572  -0.1579  -0.29
C  0.0309  -1.4982  -0.1356  -0.28
H  -0.5224  0.9517  -1.9965  0.27
H  1.7057  1.1019  -0.6499  0.26
H  -0.8390  -1.9628  -0.7317  0.25
C  -0.3227  -0.8199  1.1800  -0.47
H  0.2717  -0.6279  2.1288  0.25
C  -0.5157  1.0178  -0.9151  -0.37

***

2.
2 unconnected molecules or ions with the total composition C3H10N2O in a non-equilibrium geometry, computed with ωB97M-V/def2-TZVPD.

Calculated values
Energy relative to the best compared isomer or geometry (same formula, charge and spin) = 2.645 eV
Molecular weight = 90.1 u
Structure (SMILES) = C=CN.NCO
Kohn-Sham gap = 0.33140 hartree
Total charge = 0
Highest occupied orbital energy = -8.059 eV

Each line ends with the Mulliken charge.
Element x y z (Å)
N  0.5150  0.8358  1.3720  -0.51
H  -2.4527  0.1511  -2.0696  0.20
H  -2.4900  -1.4218  -0.1173  0.18
O  2.0383  -0.7772  0.5438  -0.53
H  -0.9303  1.1267  -2.3931  0.24
H  1.7103  0.9839  -0.3054  0.29
H  0.2117  -0.7438  -0.9805  0.34
C  -1.3842  0.2744  -1.9084  -0.78
N  -1.5544  -1.0856  0.0742  -0.50
H  0.2217  1.7999  1.4210  0.21
H  2.0181  -1.1951  1.4161  0.32
H  -0.3524  0.3436  1.2648  0.19
H  -1.0661  -1.4756  0.8600  0.21
C  1.7439  0.5795  0.7254  -0.29
C  -0.8454  -0.5334  -0.9903  0.11
H  2.6165  1.1378  1.0872  0.33